DFT (ωB97M-V with the def2-TZVPD basis set) results for a 2-piece molecular cluster, C19H31N3O5 overall.

XYZ file:
```
58
Properties=species:S:1:pos:R:3
O -4.78958 -2.47939 -4.50236
O 1.70853 2.06414 2.26883
O -0.21343 0.71886 -3.91734
O 0.48893 1.66475 4.13153
O -0.40648 -1.21124 1.59406
C -4.41158 -1.33012 -4.65871
C 1.43971 1.34493 3.22214
C -1.08719 0.29803 -4.65892
C -2.18687 -1.24871 -0.02163
C -0.55507 0.56584 -0.00265
C -2.81613 -0.66690 -1.14003
C -1.18277 1.13958 -1.12094
C -1.04458 -0.63735 0.54061
C -2.29788 0.51464 -1.70998
N -0.70008 -0.27487 -5.80525
N 2.57068 -0.58995 2.05729
N -3.19626 -0.96588 -4.25568
C -5.32825 -0.32144 -5.32305
C -1.53279 -0.82001 -6.87846
C 4.01077 0.32293 6.87409
C 4.28867 -1.18345 4.24863
C 4.35945 1.28363 3.88685
C 2.19822 -0.00768 3.37611
C 2.93845 0.33438 5.77576
C 3.44726 0.11356 4.31835
C -2.90984 1.10848 -2.96996
C -2.59270 0.37341 -4.29277
H 0.13592 2.51478 3.82869
H -0.83026 -2.02830 1.86056
H -2.57310 -2.16474 0.39701
H 0.32099 1.02947 0.42014
H -3.68760 -1.13966 -1.57131
H -0.77053 2.03709 -1.56151
H 0.30120 -0.30495 -5.92898
H 3.10570 0.09251 1.51727
H 1.72528 -0.85502 1.54209
H -2.65612 -1.69448 -3.81337
H -4.87005 0.03408 -6.24316
H -6.27498 -0.80756 -5.55674
H -5.50990 0.51049 -4.64591
H -0.91961 -0.99316 -7.76489
H -2.32970 -0.12130 -7.13742
H -1.96901 -1.77195 -6.56893
H 4.79648 1.05442 6.66585
H 4.46313 -0.66759 6.97500
H 3.55299 0.58035 7.83395
H 5.16334 -1.12637 4.90169
H 3.68494 -2.04503 4.54966
H 4.66163 -1.36110 3.23534
H 3.88903 2.24970 4.09376
H 4.57378 1.22650 2.81499
H 5.31415 1.25202 4.42010
H 1.49476 -0.70478 3.84358
H 2.42710 1.29982 5.83391
H 2.20255 -0.43912 6.01961
H -2.57237 2.14099 -3.06984
H -3.99164 1.14415 -2.83642
H -3.05730 0.94860 -5.09126
```

Output
**Net charge**: 0
**Energy relative to the best compared isomer or geometry (same formula, charge and spin)**: 0.0 kcal/mol
**2S+1**: 1
**SMILES**: CNC(=O)[C@H](Cc1ccc(O)cc1)NC(C)=O.CCC(C)(C)[C@H](N)C(=O)O
**HOMO**: -8.391 eV

***

DFT (ωB97M-V with the def2-TZVPD basis set) results for a 4-piece molecular cluster, C14H22Br2O9 overall.

XYZ file:
```
47
Properties=species:S:1:pos:R:3
Br -18.88708 -0.15509 -10.73845
C -19.13490 1.66959 -10.12258
C -20.51401 1.81618 -9.50166
Br -20.74059 3.62025 -8.85084
H -19.04929 2.30281 -10.99472
H -18.34942 1.88224 -9.40443
H -20.73726 1.12895 -8.69612
H -21.22012 1.67017 -10.31823
C -16.34759 5.62098 -14.80441
C -16.93071 5.64697 -13.42003
C -18.21573 4.86806 -13.18527
O -18.05759 4.38155 -11.84819
C -16.72737 4.40132 -11.52508
O -16.30038 3.97407 -10.50204
O -16.01599 4.93345 -12.52643
H -16.84928 6.36730 -15.42514
H -16.61122 4.66751 -15.26438
H -15.27728 5.78322 -14.80014
H -17.02070 6.63653 -12.96691
H -18.41801 4.03564 -13.85900
H -19.07454 5.54164 -13.18626
C -13.78021 6.44499 -20.64476
C -13.88152 7.21213 -19.34652
C -15.18018 6.94156 -18.58350
O -14.77925 6.17090 -17.44363
C -13.42975 5.98440 -17.47452
O -12.85626 5.27868 -16.71840
O -12.87699 6.74697 -18.43056
H -12.81588 6.56114 -21.12666
H -14.54069 6.86954 -21.31671
H -14.09509 5.40609 -20.53601
H -13.73238 8.26576 -19.57353
H -15.87207 6.32041 -19.15649
H -15.72027 7.82277 -18.24199
C -19.34661 7.24676 -9.76398
C -20.21977 8.43161 -9.34021
C -21.60361 7.96138 -8.87836
O -21.39586 7.67024 -7.51288
C -20.38172 8.46896 -7.06322
O -20.16100 8.67845 -5.91974
O -19.69380 8.96578 -8.10666
H -18.31994 7.53606 -9.97474
H -19.79183 6.75417 -10.63174
H -19.36632 6.50696 -8.96052
H -20.17308 9.20734 -10.09843
H -22.01539 7.14482 -9.46242
H -22.30175 8.80529 -8.95920
```

Output
**Net charge**: 0
**Energy relative to the best compared isomer or geometry (same formula, charge and spin)**: 8.3 kcal/mol
**2S+1**: 1
**SMILES**: C[C@H]1COC(=O)O1.C[C@H]1COC(=O)O1.C[C@H]1COC(=O)O1.BrCCBr
**HOMO**: -10.195 eV

***

DFT (ωB97M-V with the def2-TZVPD basis set) results for a 8-piece molecular cluster, C42H55B3O29 overall.

XYZ file:
```
129
Properties=species:S:1:pos:R:3
C -4.05539 1.42111 -2.83048
C -3.18250 2.23001 -2.74782
C -1.96011 2.95049 -2.90226
C -1.79146 3.75310 -4.02897
C -0.59749 4.42497 -4.27087
B -0.50629 5.28533 -5.59338
C 0.24726 4.81753 -6.88415
O -1.19552 6.48217 -5.58408
C 0.45654 4.29036 -3.35765
B 1.82530 5.01060 -3.69385
O 1.90450 6.33885 -4.04114
O 2.96139 4.24396 -3.66266
C 4.12636 4.95978 -3.20155
C 5.17175 3.96033 -2.72185
C 0.29116 3.52501 -2.20340
C -0.91046 2.86434 -1.98517
C -1.07431 2.02789 -0.76675
O -2.15319 1.79363 -0.27226
C 0.17195 1.47861 -0.15165
O 0.06646 0.34691 0.60133
C -0.50905 0.67996 1.91940
C -0.15862 -0.37210 2.96977
C -1.47125 -0.82221 3.65382
C 0.80523 0.10947 4.07316
C 0.37439 1.41173 4.76247
C 2.25789 0.16588 3.54370
C 1.33440 2.11206 -0.36549
B 2.70333 1.56566 0.22808
O 3.58648 2.40609 0.83652
O 3.08435 0.25220 0.08576
C 1.34512 3.37064 -1.16946
O 2.17887 4.21629 -0.92965
H -4.88629 0.78481 -3.00602
H -2.59893 3.84314 -4.74291
H 0.59314 3.78951 -6.81341
H 1.07644 5.50268 -7.06904
H -0.45201 4.89009 -7.71672
H -0.66039 7.20137 -5.93447
H 1.28077 6.86788 -3.53187
H 3.88585 5.59841 -2.36013
H 4.55686 5.53597 -4.01556
H 4.71830 3.12368 -2.19949
H 5.79327 4.48865 -2.00025
H 5.81635 3.65664 -3.54183
H -1.58421 0.66383 1.78361
H -0.21318 1.69314 2.17932
H 0.26218 -1.27364 2.52871
H -1.96455 -1.60445 3.08067
H -1.26076 -1.21122 4.64709
H -2.16313 0.00927 3.78475
H 0.80828 -0.66238 4.84024
H -0.13526 1.19393 5.69419
H -0.30314 2.02751 4.17062
H 1.24026 2.03321 4.97937
H 2.95738 -0.26864 4.25263
H 2.56253 1.17664 3.28905
H 2.31382 -0.48386 2.67206
H 3.12998 3.21021 1.10807
H 2.59287 -0.32274 0.67928
C 0.39438 -3.21201 0.26212
C 1.37198 -3.94035 -0.63159
O 2.24095 -4.56947 0.31729
C 1.56408 -4.70529 1.48436
O 1.94406 -5.33477 2.41590
O 0.39295 -4.02248 1.44271
H -0.60480 -3.14763 -0.16197
H 0.73247 -2.20771 0.52420
H 0.89192 -4.71156 -1.23659
H 1.93077 -3.27423 -1.28406
C -4.30888 -2.21636 -0.30333
C -5.71033 -2.25566 -0.87034
O -5.46991 -2.30215 -2.28549
C -4.22664 -2.81732 -2.47624
O -3.78468 -3.13370 -3.53332
O -3.55657 -2.90883 -1.30781
H -4.21755 -2.70958 0.65821
H -3.92521 -1.19739 -0.21497
H -6.26034 -3.15174 -0.57699
H -6.29702 -1.37846 -0.60928
C 3.16987 2.21273 9.33916
C 3.40610 0.94596 8.54521
O 2.08244 0.59426 8.13193
C 1.32685 1.71971 8.13726
O 0.23362 1.79533 7.68264
O 1.99223 2.74354 8.72433
H 3.99166 2.92042 9.26889
H 2.95849 2.01438 10.39137
H 4.01867 1.11594 7.65796
H 3.84905 0.14784 9.13507
C 7.28892 0.43702 -4.36750
C 6.54987 1.25600 -5.40126
O 7.60436 1.99731 -6.02033
C 8.76224 1.31293 -5.83722
O 9.79018 1.57276 -6.36759
O 8.58155 0.29001 -4.96330
H 6.83469 -0.53367 -4.18701
H 7.39595 0.96207 -3.41618
H 6.06392 0.63568 -6.15650
H 5.81254 1.92272 -4.96267
C -4.70227 -4.13846 5.27241
C -5.83686 -3.71360 4.36680
O -5.14699 -2.99212 3.33657
C -3.87001 -3.43071 3.30237
O -3.08573 -3.15698 2.45083
O -3.59722 -4.22662 4.36140
H -4.88156 -5.09645 5.75360
H -4.46791 -3.39370 6.03452
H -6.35216 -4.56287 3.91737
H -6.56315 -3.07534 4.86287
C -1.76821 0.13111 -5.28391
C -2.61034 0.63693 -6.43434
O -1.70484 1.51421 -7.11642
C -0.44008 1.12766 -6.81512
O 0.53912 1.54618 -7.34271
O -0.44258 0.20630 -5.82434
H -2.00890 -0.88838 -4.99220
H -1.82865 0.77641 -4.40615
H -2.90865 -0.15977 -7.11781
H -3.49630 1.17652 -6.10835
C -3.75951 -7.24312 3.90760
C -3.47766 -8.61081 3.33107
O -4.79430 -9.16562 3.21244
C -5.68050 -8.14400 3.13697
O -6.82984 -8.25919 2.87146
O -5.07172 -6.95844 3.41464
H -3.05250 -6.48820 3.58022
H -3.78911 -7.25362 4.99954
H -3.02494 -8.56149 2.33961
H -2.85496 -9.22634 3.97456
```

Output
**Net charge**: 0
**2S+1**: 1
**SMILES**: C#Cc1cc(B(C)O)c(B(O)OCC)c2c1C(=O)C(OC[C@H](C)C(C)C)=C(B(O)O)C2=O.O=C1OCCO1.O=C1OCCO1.O=C1OCCO1.O=C1OCCO1.O=C1OCCO1.O=C1OCCO1.O=C1OCCO1
**HOMO**: -9.524 eV

***

DFT (ωB97M-V with the def2-TZVPD basis set) results for a 13-piece molecular cluster, C25H76N10O13 overall.

XYZ file:
```
124
Properties=species:S:1:pos:R:3
C -0.47299 4.40405 -1.67763
O 0.33919 3.40575 -2.32449
H 0.02060 4.78164 -0.75890
H -1.36697 3.94291 -1.38543
H -0.58929 5.24652 -2.30143
H -0.24125 2.97497 -3.01161
C 1.77742 -4.27003 1.63179
O 1.53954 -2.90971 1.67686
H 1.06025 -4.89617 2.17607
H 2.74434 -4.48929 2.06764
H 1.73336 -4.62829 0.63538
H 0.64286 -2.75929 1.37352
C -4.00498 -1.03267 1.90358
O -3.36669 0.01048 1.29956
N -4.71170 -0.90681 2.97801
N -3.91924 -2.24967 1.44435
H -4.73215 0.00783 3.34155
H -5.09371 -1.74190 3.39219
H -3.36562 -2.41553 0.55020
H -4.44522 -2.98056 1.87847
C 3.10424 0.27147 1.82698
O 3.50493 1.50952 1.52717
N 2.61631 -0.56514 0.97732
N 3.43096 -0.29853 2.93830
H 1.91821 -0.06351 0.33466
H 2.25693 -1.45830 1.27455
H 3.79955 0.39940 3.60186
H 3.04049 -1.21397 3.15028
C -0.07813 0.79738 -0.13170
O -0.28488 2.08142 0.23334
N -0.86041 -0.18412 0.25602
N 0.96111 0.41710 -0.78713
H -1.57601 0.13597 0.94420
H -0.65222 -1.17747 0.23169
H 1.57888 1.20096 -1.02581
H 1.06462 -0.44594 -1.31441
C -4.22539 2.33866 -1.38380
O -5.39639 2.83370 -0.81647
N -4.00322 2.29344 -2.70686
N -3.27401 1.88467 -0.68501
H -4.61108 2.66597 -3.42443
H -3.05000 2.20516 -3.07098
H -3.45506 1.75373 0.27936
H -2.32942 1.68450 -1.07580
C -1.68151 -3.18150 -0.60498
O -0.56604 -2.99991 0.14390
N -2.33468 -2.18357 -0.92063
N -2.17456 -4.32308 -0.96612
H -1.87466 -1.29732 -0.65011
H -3.10307 -2.09424 -1.51213
H -1.76847 -5.16675 -0.66744
H -3.00089 -4.42130 -1.44237
C -2.38200 -0.37106 -3.91274
C -1.37510 0.59201 -3.41790
C 0.08160 0.10776 -3.76666
O -1.46652 1.75396 -3.76508
H -1.92818 -1.13761 -4.54273
H -3.12563 0.11987 -4.53117
H -2.87011 -0.80201 -3.06772
H -1.46196 0.54394 -2.38132
H 0.25453 -0.89393 -3.33573
H 0.78587 0.76459 -3.34487
H 0.33349 0.05456 -4.79954
H -1.27347 1.78137 -4.73196
C 0.54023 -3.74297 -2.97367
C 1.74406 -3.12760 -2.36704
C 2.76721 -2.62282 -3.45115
O 1.50556 -2.22155 -1.59369
H 0.01258 -4.32094 -2.25382
H 0.92135 -4.44467 -3.64469
H -0.18201 -3.11279 -3.50459
H 2.37654 -3.83608 -1.88206
H 3.58597 -2.14508 -2.94346
H 2.33699 -1.87683 -4.11211
H 3.15769 -3.41284 -4.03958
H 2.28308 -2.03629 -1.14532
C 2.30530 4.51843 0.75023
C 1.75953 5.90135 1.10795
C 0.65026 5.79298 2.19826
O 2.60431 6.76099 1.47326
H 2.86466 4.04096 1.54299
H 2.90411 4.66917 -0.15146
H 1.45587 3.87894 0.57338
H 1.19174 6.29384 0.27308
H 1.04119 5.42458 3.19093
H -0.04302 5.01507 1.84920
H 0.13934 6.75124 2.34104
H 2.68131 6.68419 2.41037
C 3.85808 2.27019 -1.32137
C 3.70179 2.02210 -2.82544
C 3.78461 0.54945 -3.08983
O 2.57998 2.39010 -3.27615
H 4.26558 3.21657 -1.12411
H 4.60070 1.60681 -0.85497
H 2.90937 2.33013 -0.75064
H 4.49120 2.56352 -3.40056
H 3.71103 0.37285 -4.10964
H 3.03224 -0.01539 -2.55945
H 4.71600 0.11635 -2.71743
H 2.13516 3.00435 -2.66199
C -1.09957 -3.19901 3.57996
C -2.11828 -4.32218 3.68781
C -2.13646 -5.07068 2.40367
O -1.78840 -5.24904 4.43138
H -0.12355 -3.66016 3.48704
H -1.11272 -2.42565 4.34952
H -1.33671 -2.57463 2.77581
H -3.13285 -3.97442 4.01375
H -1.14521 -5.30715 2.02059
H -2.55267 -4.44560 1.63559
H -2.87281 -5.88793 2.40336
H -1.66056 -5.00409 5.31818
C -0.24839 0.05342 3.38178
C -0.39447 1.55976 3.64884
C 0.94299 2.30270 3.66554
O -1.21693 2.17778 2.88627
H 0.01646 -0.52801 4.25103
H 0.46269 -0.21021 2.62645
H -1.22486 -0.34737 3.08695
H -0.76718 1.62621 4.65424
H 0.77060 3.35993 3.87442
H 1.25397 2.23837 2.59562
H 1.68026 1.84659 4.33695
H -0.68132 2.37700 2.10310
```

Output
**Net charge**: 0
**Energy relative to the best compared isomer or geometry (same formula, charge and spin)**: 104.7 kcal/mol
**2S+1**: 1
**HOMO**: -8.261 eV